Entry 1:
Computed, not measured: a 17-piece molecular cluster, C61H102O51 overall, with the ωB97M-V functional and the def2-TZVPD basis.

Each line ends with the Mulliken charge.
Geometry (Å):
C (0.345, 1.211, -0.762)  1.15
C (-0.233, 0.553, 0.498)  1.71
O (-0.095, -0.824, 0.231)  -0.39
C (0.765, -1.040, -0.756)  -0.21
O (1.285, -2.074, -1.023)  -0.06
O (1.085, 0.106, -1.274)  -0.14
H (1.068, 2.001, -0.558)  -0.45
H (-0.423, 1.570, -1.447)  -0.15
H (-1.269, 0.780, 0.751)  -0.51
H (0.320, 0.746, 1.417)  -0.92
C (4.174, 0.203, -3.280)  0.55
C (4.607, 1.445, -4.055)  -0.23
O (3.384, 1.955, -4.568)  -0.35
C (2.568, 0.907, -4.674)  0.60
O (1.572, 1.065, -5.349)  -0.51
O (3.013, -0.116, -3.950)  -0.05
H (4.143, 0.462, -2.222)  -0.37
H (4.999, -0.490, -3.446)  0.31
H (5.377, 1.245, -4.800)  0.26
H (5.052, 2.153, -3.355)  -0.13
C (-4.264, 2.721, 1.230)  1.62
C (-5.419, 1.851, 0.859)  0.34
O (-6.160, 2.759, 0.060)  -0.38
C (-5.726, 3.977, 0.252)  0.51
O (-6.308, 4.975, 0.022)  -0.61
O (-4.460, 4.001, 0.749)  -0.41
H (-3.325, 2.371, 0.802)  -0.36
H (-4.030, 2.639, 2.292)  -0.96
H (-5.970, 1.464, 1.716)  0.18
H (-4.923, 0.993, 0.404)  -0.02
C (-7.076, -2.212, -0.839)  -0.36
C (-6.238, -3.421, -0.729)  -0.44
O (-4.927, -2.827, -0.653)  -0.08
C (-4.939, -1.633, -1.259)  0.42
O (-3.933, -0.881, -1.414)  -0.24
O (-6.149, -1.264, -1.414)  -0.32
H (-7.706, -1.861, -0.021)  0.33
H (-7.746, -2.465, -1.661)  0.26
H (-6.268, -4.023, -1.638)  0.28
H (-6.440, -4.028, 0.154)  0.32
C (-0.991, 3.321, 7.339)  -1.78
C (-1.939, 3.002, 6.179)  1.05
C (-2.355, 4.154, 5.276)  -0.47
O (-2.193, 3.613, 3.945)  -0.17
C (-1.576, 2.461, 3.995)  0.00
O (-1.279, 1.751, 3.026)  0.16
O (-1.267, 2.092, 5.239)  -0.11
H (-1.403, 4.059, 8.027)  0.43
H (0.009, 3.617, 7.021)  0.29
H (-0.645, 2.498, 7.965)  0.46
H (-2.804, 2.460, 6.559)  -0.20
H (-1.707, 4.992, 5.532)  0.42
H (-3.412, 4.317, 5.489)  0.18
C (0.185, 3.911, -3.788)  -0.69
C (-1.270, 4.489, -3.423)  0.62
C (-2.333, 4.343, -4.448)  -0.50
O (-3.393, 3.841, -3.739)  -0.35
C (-3.068, 3.325, -2.566)  0.40
O (-3.793, 2.495, -1.984)  -0.51
O (-1.789, 3.651, -2.286)  -0.10
H (0.242, 2.836, -3.963)  0.00
H (0.913, 4.155, -3.015)  -0.20
H (0.533, 4.343, -4.726)  0.54
H (-1.126, 5.510, -3.067)  0.26
H (-2.041, 3.709, -5.286)  0.17
H (-2.665, 5.265, -4.925)  0.33
C (1.534, 5.208, 4.223)  -1.28
C (1.948, 5.943, 2.991)  1.63
C (0.800, 6.227, 2.010)  -0.06
O (1.025, 7.578, 1.514)  -0.34
C (1.620, 8.141, 2.513)  0.44
O (1.948, 9.290, 2.450)  -0.59
O (2.027, 7.235, 3.499)  -0.47
H (2.398, 5.183, 4.888)  0.44
H (1.323, 4.237, 3.777)  0.07
H (0.628, 5.578, 4.703)  0.31
H (2.841, 5.613, 2.459)  -0.35
H (-0.148, 6.015, 2.505)  0.32
H (0.850, 5.534, 1.170)  0.00
C (2.551, 6.007, -1.179)  -0.71
C (3.973, 5.603, -1.507)  0.51
C (4.950, 5.892, -0.416)  -0.45
O (5.817, 4.842, -0.380)  -0.31
C (5.236, 3.821, -1.067)  0.57
O (5.826, 2.735, -1.354)  -0.65
O (4.041, 4.179, -1.585)  -0.11
H (2.327, 7.069, -1.081)  0.47
H (2.338, 5.661, -0.167)  -0.30
H (1.797, 5.660, -1.886)  0.06
H (4.242, 5.902, -2.520)  0.37
H (4.523, 6.163, 0.549)  0.18
H (5.555, 6.756, -0.691)  0.34
C (6.867, 2.208, 1.590)  -1.73
C (5.613, 1.720, 2.287)  0.52
C (5.143, 2.521, 3.467)  -0.07
O (3.964, 3.162, 3.049)  -0.26
C (3.563, 2.678, 1.815)  -0.46
O (2.542, 2.981, 1.286)  -0.02
O (4.539, 1.898, 1.318)  0.54
H (7.665, 1.976, 2.295)  0.52
H (6.801, 3.286, 1.441)  0.42
H (7.106, 1.679, 0.667)  0.24
H (5.551, 0.651, 2.489)  0.09
H (5.894, 3.259, 3.749)  0.32
H (4.869, 1.857, 4.287)  -0.20
C (-7.472, 0.229, 6.445)  -1.43
C (-6.729, 1.226, 5.534)  0.38
C (-5.507, 1.800, 6.185)  -0.90
O (-4.488, 1.468, 5.226)  0.13
C (-4.979, 0.741, 4.245)  0.17
O (-4.313, 0.235, 3.314)  -0.41
O (-6.323, 0.589, 4.404)  -0.31
H (-7.376, 0.423, 7.513)  0.38
H (-7.128, -0.799, 6.325)  0.37
H (-8.493, 0.182, 6.067)  0.38
H (-7.263, 2.131, 5.246)  0.34
H (-5.353, 1.479, 7.215)  0.37
H (-5.633, 2.874, 6.319)  0.43
C (3.787, -4.872, 0.958)  -0.62
O (4.224, -3.524, 0.912)  -0.14
C (5.052, -2.946, 1.903)  0.62
O (5.494, -3.433, 2.937)  -0.65
O (5.233, -1.663, 1.507)  -0.37
C (4.789, -1.082, 0.307)  -0.54
H (3.914, -5.378, 0.002)  0.16
H (2.773, -4.889, 1.357)  0.10
H (4.482, -5.342, 1.653)  0.47
H (5.159, -1.666, -0.536)  0.52
H (5.284, -0.144, 0.056)  0.10
H (3.703, -1.163, 0.260)  0.30
C (5.363, -0.752, 7.093)  -0.77
O (4.459, -0.306, 6.169)  -0.12
C (3.227, 0.157, 6.403)  0.47
O (2.653, 0.124, 7.504)  -0.67
O (2.808, 0.857, 5.388)  0.35
C (1.568, 1.447, 5.566)  -0.96
H (5.344, -0.166, 8.011)  0.34
H (6.215, -0.477, 6.473)  0.25
H (5.301, -1.832, 7.231)  0.27
H (0.816, 0.726, 5.887)  0.52
H (1.298, 1.948, 4.637)  -0.25
H (1.564, 2.239, 6.315)  0.57
C (0.485, -1.802, -4.170)  0.99
O (-0.870, -1.756, -3.827)  0.12
C (-1.639, -2.906, -4.052)  0.28
O (-1.109, -3.873, -4.500)  -0.59
O (-2.918, -2.743, -3.783)  -0.16
C (-3.824, -3.916, -3.725)  -0.52
H (1.004, -2.638, -3.700)  -0.94
H (0.782, -0.789, -3.897)  -0.31
H (0.710, -1.759, -5.235)  0.55
H (-3.493, -4.828, -3.227)  0.15
H (-4.046, -4.119, -4.773)  0.37
H (-4.763, -3.515, -3.343)  0.12
C (2.288, -1.247, 3.233)  -0.11
C (1.285, -2.247, 3.945)  -1.02
O (0.183, -2.417, 3.123)  -0.16
C (-1.039, -2.629, 3.469)  0.56
O (-1.481, -2.686, 4.625)  -0.70
O (-1.774, -2.632, 2.324)  0.14
C (-3.218, -2.826, 2.458)  0.20
H (2.305, -1.505, 2.174)  0.15
H (3.322, -1.206, 3.578)  0.58
H (1.835, -0.263, 3.116)  -0.37
H (1.024, -1.847, 4.925)  0.41
H (1.879, -3.161, 3.920)  0.33
H (-3.599, -1.885, 2.855)  -0.29
H (-3.409, -3.682, 3.105)  0.36
H (-3.672, -2.946, 1.475)  -0.12
C (-4.384, -0.675, -10.934)  -1.02
C (-3.286, 0.413, -10.850)  -0.28
O (-2.963, 0.815, -9.519)  -0.41
C (-2.395, 0.079, -8.632)  0.61
O (-1.941, -1.025, -8.834)  -0.59
O (-2.250, 0.783, -7.512)  -0.33
C (-1.761, 0.239, -6.327)  -0.22
H (-5.423, -0.349, -10.905)  0.28
H (-4.195, -1.514, -10.264)  0.34
H (-4.220, -1.156, -11.898)  0.33
H (-3.664, 1.213, -11.486)  0.31
H (-2.385, 0.190, -11.422)  0.34
H (-0.794, -0.238, -6.486)  0.35
H (-2.499, -0.536, -6.123)  0.28
H (-1.685, 1.059, -5.612)  -0.02
C (1.846, -8.333, -0.807)  -0.58
C (2.623, -8.361, -2.027)  -0.43
O (1.990, -7.673, -3.089)  -0.32
C (2.088, -6.348, -3.446)  0.83
O (1.346, -5.825, -4.254)  -0.53
O (3.105, -5.734, -2.817)  -0.38
C (3.337, -4.357, -3.155)  -0.01
H (2.450, -8.377, 0.099)  0.33
H (1.140, -9.163, -0.765)  0.27
H (1.205, -7.453, -0.751)  -0.04
H (2.674, -9.402, -2.347)  0.33
H (3.660, -8.124, -1.788)  0.38
H (4.042, -3.884, -2.470)  0.16
H (2.458, -3.715, -3.103)  -0.49
H (3.777, -4.392, -4.152)  0.42
C (-0.319, -4.874, -0.454)  -0.48
C (-1.503, -5.643, -0.844)  0.16
O (-1.182, -6.952, -1.272)  -0.28
C (-1.176, -7.268, -2.537)  0.74
O (-1.217, -6.474, -3.477)  -0.44
O (-0.983, -8.530, -2.633)  -0.34
C (-0.939, -9.155, -3.868)  -0.73
H (-0.428, -3.855, -0.083)  0.20
H (0.415, -4.946, -1.256)  -0.03
H (0.168, -5.283, 0.431)  0.24
H (-1.943, -5.174, -1.724)  -0.21
H (-2.202, -5.783, -0.019)  0.14
H (-1.920, -9.110, -4.341)  0.33
H (-0.792, -10.217, -3.672)  0.23
H (-0.224, -8.664, -4.528)  0.28

## Properties
- E (Ha) = -6222.691313

---

Entry 2:
Computed, not measured: one molecule with the formula C17H19N3O7, with the ωB97M-V functional and the def2-TZVPD basis.

Each line ends with the natural charge from an NBO analysis.
Geometry (Å):
C (-6.349, -1.939, 1.420)  -0.25
O (-5.824, -0.954, 0.563)  -0.47
C (-4.481, -0.828, 0.463)  0.29
C (-3.552, -1.620, 1.120)  -0.31
C (-2.201, -1.419, 0.924)  -0.16
C (-1.733, -0.402, 0.099)  -0.16
C (-0.327, -0.152, -0.133)  -0.08
C (0.697, -0.835, 0.396)  -0.32
C (2.103, -0.553, 0.128)  0.37
C (2.728, 0.627, 0.444)  -0.18
N (2.065, 1.674, 1.170)  0.54
O (2.651, 2.124, 2.125)  -0.34
O (0.960, 2.025, 0.807)  -0.40
C (4.148, 0.843, 0.184)  0.66
O (4.738, 1.881, 0.358)  -0.57
N (4.790, -0.276, -0.351)  -0.45
C (6.212, -0.176, -0.636)  -0.42
C (4.210, -1.485, -0.626)  0.80
O (4.837, -2.419, -1.067)  -0.61
N (2.840, -1.578, -0.384)  -0.43
C (2.205, -2.836, -0.725)  -0.42
C (-2.674, 0.434, -0.548)  0.25
O (-2.218, 1.473, -1.337)  -0.54
C (-1.984, 2.675, -0.615)  -0.26
C (-4.040, 0.209, -0.397)  0.27
O (-5.048, 0.903, -0.987)  -0.50
C (-4.823, 1.607, -2.191)  -0.24
H (-6.056, -2.946, 1.104)  0.18
H (-6.039, -1.777, 2.457)  0.18
H (-7.431, -1.842, 1.349)  0.20
H (-3.876, -2.413, 1.775)  0.22
H (-1.504, -2.068, 1.430)  0.21
H (-0.118, 0.642, -0.835)  0.24
H (0.528, -1.688, 1.040)  0.22
H (6.529, 0.832, -0.379)  0.25
H (6.389, -0.375, -1.693)  0.22
H (6.758, -0.910, -0.045)  0.22
H (1.290, -2.652, -1.286)  0.22
H (1.974, -3.410, 0.174)  0.20
H (2.910, -3.404, -1.330)  0.26
H (-1.177, 2.555, 0.112)  0.20
H (-1.696, 3.415, -1.359)  0.20
H (-2.890, 3.006, -0.097)  0.17
H (-4.182, 1.045, -2.872)  0.19
H (-5.810, 1.734, -2.636)  0.19
H (-4.382, 2.591, -2.014)  0.18

## Properties
- relative energy (zero: lowest compared OMol25 entry of this formula, charge and spin) (kcal per mole) = 32.0
- SMILES = COc1ccc(/C=C/c2c([N+](=O)[O-])c(=O)n(C)c(=O)n2C)c(OC)c1OC

---

Entry 3:
Computed, not measured: a 2-piece molecular cluster, C6H14 overall, with the ωB97M-V functional and the def2-TZVPD basis.

Each line ends with the natural charge from an NBO analysis.
Geometry (Å):
C (-3.017, -0.753, -0.981)  -0.41
C (-2.672, -0.579, 0.352)  -0.18
C (-1.874, 0.568, 0.901)  -0.64
H (-3.533, -1.691, -1.270)  0.21
H (-2.699, -0.037, -1.740)  0.20
H (-3.236, -1.162, 1.133)  0.20
H (-1.214, 1.108, 0.049)  0.20
H (-1.275, 0.391, 1.691)  0.21
H (-2.553, 1.413, 1.114)  0.22
C (3.108, -0.738, 0.257)  -0.62
C (1.837, 0.051, 0.324)  -0.40
C (1.896, 1.191, -0.815)  -0.62
H (3.871, 0.023, 0.304)  0.20
H (3.443, -1.512, 1.025)  0.21
H (3.197, -1.166, -0.783)  0.20
H (0.933, -0.705, 0.147)  0.20
H (1.616, 0.505, 1.378)  0.20
H (0.924, 1.619, -0.699)  0.21
H (2.031, 0.847, -1.837)  0.21
H (2.820, 1.931, -0.733)  0.20

## Properties
- relative energy (zero: lowest compared OMol25 entry of this formula, charge and spin) (kcal per mole) = 60.9
- SMILES = C=CC.CCC

---

Number 1: strongest force on any atom 6.778 eV Å⁻¹. Number 2: strongest force on any atom 1.016 eV Å⁻¹. Number 3: strongest force on any atom 6.040 eV Å⁻¹.